[1]
Here is C6H15ClHfN3O3 as an isolated structure from the OMol25 dataset. Energies are from ωB97M-V/def2-TZVPD.

As for the charge: +3. As for the spin multiplicity: 1. For the largest force on an atom, the calculation gives 0.131 hartree/bohr. Its LUMO energy is -16.01 eV.

```
29
Properties=species:S:1:pos:R:3:forces:R:3
Hf 3.059562 3.817630 2.655448 -2.344 1.558 5.905
Cl 3.763304 3.262166 0.872427 2.477 -1.632 -6.026
O -4.095104 -0.387006 3.064663 -0.731 0.018 -0.374
C -3.131555 -1.090127 2.882746 2.222 -0.512 1.445
N -2.723105 -2.035701 3.777096 -2.070 0.822 -0.463
C -2.077763 -0.676090 1.839079 0.655 0.985 -0.252
H -3.363536 -2.197747 4.560724 0.576 -0.129 -0.232
H -1.853330 -2.513936 3.699775 0.400 -0.259 -0.059
H -2.581679 -0.371724 0.912103 0.250 -0.480 0.200
H -1.242223 -1.394975 1.739788 -0.867 -0.078 -0.165
H -1.594778 0.243725 2.237959 -0.556 -0.454 -0.053
O -1.634966 2.445356 -2.647784 0.732 -0.632 0.330
C -1.012338 1.483007 -3.085398 -0.989 0.130 -1.315
N -1.688871 0.366296 -3.480573 -1.745 0.810 0.704
C 0.440872 1.527827 -3.440381 1.507 -1.028 0.231
H -2.717113 0.468463 -3.550757 0.726 -0.064 0.338
H -1.332361 -0.171781 -4.229395 0.797 -0.692 -0.738
H 0.932679 0.520156 -3.566262 -1.015 0.718 0.046
H 0.965372 1.977966 -2.607887 0.146 0.565 -0.086
H 0.613256 2.070077 -4.376036 -0.243 0.202 0.306
O 2.393528 0.738225 1.154314 -0.161 1.692 0.544
C 2.472516 -0.388253 0.675197 -0.643 -0.291 -0.466
N 3.061696 -1.365097 1.326098 0.219 -0.013 0.114
C 1.775390 -0.679950 -0.609921 -0.051 -0.803 -1.033
H 3.462478 -1.065355 2.194149 0.440 -0.554 0.343
H 3.285002 -2.239386 0.890966 0.102 -0.318 0.123
H 2.360274 -1.340422 -1.255525 0.120 -0.185 0.243
H 1.635880 0.211477 -1.212808 -0.273 0.176 0.393
H 0.826904 -1.214819 -0.419792 0.319 0.448 -0.005
```
Positions in Å, forces in eV/Å.

[2]
Here is C4H6CuFO4 as an isolated structure from the OMol25 dataset. Energies are from ωB97M-V/def2-TZVPD.

As for the charge: 0. The expectation value of S² is 2.00. The value obtained for the energy above the lowest of the compared OMol25 structures with the same formula, charge and spin is 40.0 kcal per mole. As for the spin multiplicity: 3. For the largest force on an atom, the calculation gives 0.122 hartree/bohr. Its LUMO energy (spin up / spin down) is 0.23 / -3.50 eV.

```
16
Properties=species:S:1:pos:R:3:forces:R:3
C 1.345139 2.008515 1.054650 -0.182 -0.732 0.396
O 0.690021 1.899533 -0.181111 -1.048 -2.009 -1.355
H 2.309437 1.467831 1.062378 -0.154 0.185 0.007
H 1.544058 3.074164 1.257092 -0.163 -0.395 -0.162
H 0.730363 1.600428 1.879140 0.152 0.256 -0.104
C -1.324271 -1.874908 -1.128055 -1.087 5.796 -0.071
O -1.346382 -0.903969 -1.908971 0.185 -3.554 -0.318
C -0.248812 0.587627 -0.596602 2.926 4.761 2.840
C 0.474953 -0.671908 -0.150495 -0.368 0.258 -0.434
O -0.472048 -1.734252 -0.051091 0.895 -1.484 0.496
O -2.264325 -2.645325 -0.817463 -0.748 -2.321 0.332
F -1.339914 0.848268 0.224446 0.536 -0.970 -1.580
H -0.231101 0.882249 -1.650113 -0.883 -0.324 0.729
H 1.224668 -0.949468 -0.898587 -0.003 0.223 0.216
H 0.915766 -0.569122 0.846286 -0.148 0.085 -0.308
Cu -2.007554 -3.019663 1.058495 0.091 0.224 -0.682
```
Positions in Å, forces in eV/Å.

[3]
Here is a single C6H10O molecule from the OMol25 dataset. Energies are from ωB97M-V/def2-TZVPD.

As for the charge: 0. The value obtained for the energy above the lowest of the compared OMol25 structures with the same formula, charge and spin is 28.2 kcal per mole. As for the spin multiplicity: 1. For the largest force on an atom, the calculation gives 0.042 hartree/bohr. Its LUMO energy is 0.93 eV.

```
17
Properties=species:S:1:pos:R:3:forces:R:3
C 2.995039 0.015224 1.074591 1.049 -0.741 1.219
C 1.671212 0.556391 0.672585 0.684 -0.818 -0.488
C 0.703419 -0.210582 0.145402 -0.036 1.088 0.606
C -0.474432 0.406160 -0.406121 -1.806 -0.658 -0.939
C -1.627900 -0.275857 -0.661956 0.899 0.050 0.993
O -1.629774 -1.658199 -0.701197 -0.318 0.597 0.093
C -2.991525 0.327326 -0.708129 0.780 0.022 -1.845
H 2.991860 -0.976545 1.534658 -0.626 -0.133 0.066
H 3.730232 -0.158865 0.285101 -0.265 0.547 -0.458
H 3.506194 0.623064 1.825550 -0.107 0.241 -0.131
H 1.595904 1.634831 0.768243 -0.292 0.007 -0.563
H 0.642104 -1.273176 0.359028 0.584 -0.098 -0.360
H -0.457547 1.428723 -0.759824 0.023 0.307 0.726
H -0.770082 -1.872147 -1.065442 0.228 -0.499 0.059
H -3.501996 0.251626 0.246449 -0.085 0.125 -0.024
H -3.529074 -0.162612 -1.522520 -0.444 -0.216 0.371
H -2.853635 1.344635 -1.086417 -0.270 0.179 0.674
```
Positions in Å, forces in eV/Å.

> Number 3 is which compound?

C6H10O

> What is the spin multiplicity in the third record?

1

> What is the charge in the first record?

+3